Entry 1:
{"formula": "C48H60N12", "method": "wB97M-V/def2-TZVPD", "symbols": ["C", "C", "C", "N", "C", "H", "H", "H", "H", "H", "C", "C", "C", "N", "C", "H", "H", "H", "H", "H", "C", "C", "C", "N", "C", "H", "H", "H", "H", "H", "C", "C", "C", "N", "C", "H", "H", "H", "H", "H", "C", "C", "C", "N", "C", "H", "H", "H", "H", "H", "C", "C", "C", "N", "C", "H", "H", "H", "H", "H", "C", "C", "C", "N", "C", "H", "H", "H", "H", "H", "C", "C", "C", "N", "C", "H", "H", "H", "H", "H", "C", "C", "C", "N", "C", "H", "H", "H", "H", "H", "C", "C", "C", "N", "C", "H", "H", "H", "H", "H", "C", "C", "C", "N", "C", "H", "H", "H", "H", "H", "C", "C", "C", "N", "C", "H", "H", "H", "H", "H"], "xyz": [[2.951274, 4.080179, 2.295323], [3.944681, 4.992102, 1.959841], [5.075696, 4.227651, 1.457151], [4.703986, 2.899971, 1.558810], [3.411741, 2.811583, 2.070058], [2.054632, 4.439235, 2.778556], [3.809401, 6.063568, 1.967413], [6.022266, 4.489995, 1.008166], [5.228182, 2.068952, 1.324884], [2.916877, 1.878603, 2.296015], [-2.610325, -3.912294, 1.584899], [-1.760670, -4.835050, 2.182823], [-2.501917, -5.820661, 2.800968], [-3.790439, -5.441479, 2.679572], [-3.907900, -4.265402, 1.972366], [-2.372506, -3.145137, 0.862889], [-0.687841, -4.941333, 2.118558], [-2.262871, -6.799418, 3.189922], [-4.594423, -5.933031, 3.042991], [-4.934219, -3.947516, 1.862748], [6.269658, 0.792313, -0.636889], [5.628364, -0.063732, 0.227911], [6.238663, 0.036107, 1.475717], [7.220821, 0.965283, 1.372734], [7.261030, 1.471258, 0.071427], [5.963788, 0.962388, -1.658620], [4.738393, -0.627337, -0.010183], [5.914379, -0.399668, 2.409173], [7.736818, 1.351968, 2.150120], [7.883851, 2.304726, -0.218095], [1.616668, 3.648765, -2.894180], [2.182260, 3.402828, -1.677933], [3.537124, 3.197824, -1.886566], [3.774302, 3.394330, -3.210530], [2.617094, 3.729695, -3.813006], [0.556890, 3.784303, -3.052007], [1.682245, 3.349011, -0.722160], [4.422724, 3.022221, -1.293875], [4.658581, 3.239413, -3.673294], [2.627546, 4.018079, -4.853729], [-3.803661, -1.844174, -2.397635], [-4.911048, -1.057662, -2.762031], [-5.915920, -1.225305, -1.855084], [-5.488794, -2.143208, -0.918692], [-4.235276, -2.555947, -1.251902], [-2.871335, -1.964074, -2.929405], [-5.071346, -0.504649, -3.675752], [-6.945917, -0.901110, -1.875028], [-5.981532, -2.645145, -0.193870], [-3.799236, -3.360223, -0.677952], [-0.893588, 5.198239, 4.022178], [-0.068781, 5.230131, 5.122449], [0.416780, 3.988963, 5.198196], [-0.240996, 3.106461, 4.317847], [-0.914638, 3.933457, 3.480141], [-1.413107, 6.044024, 3.596572], [0.332992, 6.046947, 5.703635], [1.149290, 3.632092, 5.907058], [-0.068253, 2.120370, 4.184124], [-1.368067, 3.588439, 2.562666], [-0.631656, -4.478959, -1.329974], [-0.363105, -4.333691, -2.691167], [-0.839592, -5.456414, -3.385612], [-1.489114, -6.243347, -2.487785], [-1.363891, -5.663478, -1.208507], [-0.494088, -3.891055, -0.434520], [0.157064, -3.459358, -3.053624], [-0.780029, -5.616533, -4.452018], [-2.145054, -6.986962, -2.679817], [-1.912135, -6.162390, -0.423070], [-3.852387, 1.777209, 2.102803], [-3.412576, 0.647362, 2.766807], [-3.866535, -0.392541, 1.997611], [-4.381165, 0.023853, 0.791855], [-4.372081, 1.415824, 0.893677], [-3.669989, 2.724862, 2.587666], [-3.023279, 0.654336, 3.774176], [-3.766766, -1.442174, 2.231532], [-4.682494, -0.512819, -0.008941], [-4.718790, 2.071438, 0.108589], [0.092157, -1.069314, -5.617757], [0.895167, 0.084829, -5.487141], [0.732375, 0.477657, -4.169133], [-0.162985, -0.354999, -3.591396], [-0.593792, -1.274573, -4.450020], [-0.086900, -1.581378, -6.551640], [1.579874, 0.570530, -6.166598], [1.100602, 1.349338, -3.648576], [-0.559197, -0.278084, -2.665548], [-1.285532, -2.033565, -4.115608], [-3.901223, 2.689833, -2.451635], [-2.725979, 1.887750, -2.542899], [-1.705351, 2.625760, -2.029080], [-2.230416, 3.863343, -1.676267], [-3.547417, 3.936106, -1.998527], [-4.890576, 2.327552, -2.688978], [-2.626077, 0.844815, -2.805015], [-0.690813, 2.300995, -1.851213], [-1.694641, 4.625506, -1.286185], [-4.088755, 4.856322, -1.835577], [2.909138, -2.709731, 1.764155], [1.667483, -2.510699, 2.406345], [1.648540, -3.225826, 3.556662], [2.775656, -4.012818, 3.555384], [3.546401, -3.662299, 2.490052], [3.212601, -2.247217, 0.836588], [0.912619, -1.868946, 1.976538], [0.926477, -3.408262, 4.338794], [3.002107, -4.709852, 4.250345], [4.480873, -4.166388, 2.292434], [1.065496, 0.133638, 0.042057], [0.699013, -1.178632, -0.482172], [-0.704532, -1.250574, -0.315277], [-1.085306, -0.097212, 0.418257], [-0.037742, 0.743077, 0.519104], [2.094841, 0.453484, 0.109542], [1.345073, -1.977846, -0.814231], [-1.461807, -1.924843, -0.687151], [-2.018129, 0.165687, 0.702554], [-0.116052, 1.753756, 0.891648]], "atomic_forces_ev_per_a": [[-0.21, 0.30, 0.61], [2.82, -0.93, -1.70], [-2.40, 0.43, 0.95], [-1.33, 0.59, 0.54], [0.59, -0.05, -0.12], [-0.33, -0.56, -0.13], [0.37, -0.06, 0.04], [-0.13, 0.14, 0.15], [0.08, 0.33, -0.15], [0.30, -0.12, -0.20], [-1.77, 0.62, 0.04], [1.37, -1.67, 0.11], [-0.01, 0.33, -0.15], [-1.18, 0.20, 0.04], [0.58, -1.07, 0.14], [0.20, 0.16, 0.52], [0.03, 0.42, -0.27], [0.25, 0.31, 0.22], [0.30, 0.04, -0.01], [0.31, 0.62, -0.42], [1.13, 1.57, -0.53], [-0.55, -0.94, 1.48], [-1.05, -0.23, -0.56], [0.46, 0.82, -0.75], [-0.76, -0.73, 0.30], [0.26, 0.05, 0.01], [0.20, -0.19, 0.13], [0.34, -0.02, -0.02], [-0.04, -0.19, -0.21], [0.13, -0.27, 0.14], [-1.52, 1.08, -1.26], [1.56, -1.04, 2.26], [0.50, 0.07, 0.32], [0.38, 0.12, 0.10], [-0.12, -0.08, -1.81], [0.15, 0.23, -0.29], [0.09, -0.08, -0.01], [-0.50, -0.15, 0.55], [-0.27, 0.23, 0.15], [-0.26, -0.25, 0.02], [-0.76, -1.38, 1.60], [-0.44, 0.53, -0.60], [-0.85, -0.54, 0.31], [0.38, -0.48, -0.39], [1.12, 0.42, -1.14], [-0.16, -0.02, 0.20], [0.38, 0.25, 0.12], [0.19, 0.17, 0.08], [-0.38, 0.53, -0.26], [0.27, 0.17, -0.15], [-1.64, 0.85, -2.39], [1.15, 0.41, 0.31], [0.62, -3.30, 1.75], [1.75, 1.65, 0.43], [-1.31, 0.31, -0.21], [0.01, -0.05, -0.10], [-0.38, 0.07, -0.09], [-0.13, -0.29, -0.03], [0.20, 0.36, 0.00], [-0.22, -0.07, 0.23], [-1.93, -2.20, 1.21], [0.58, -0.19, -0.75], [0.24, 1.86, 0.25], [0.26, 0.70, 1.46], [-0.29, -0.40, -1.52], [0.51, 0.35, -0.44], [0.13, -0.35, -0.52], [-0.18, -0.30, 0.18], [0.43, 0.09, -0.12], [0.32, 0.31, 0.30], [0.70, 1.45, -0.12], [-1.19, -1.17, 0.24], [0.86, -2.30, 0.10], [0.50, 2.31, 1.78], [-0.49, 0.31, -0.86], [-0.38, 0.46, -0.75], [0.07, -0.41, -0.15], [-0.03, -0.07, -0.22], [0.07, 0.04, 0.31], [-0.02, -0.30, -0.10], [-0.55, -0.23, -1.62], [0.21, 0.04, 1.39], [0.18, 0.78, -0.37], [-0.28, 0.87, 1.55], [-0.04, -1.01, -0.76], [0.11, -0.25, 0.13], [-0.22, -0.22, -0.17], [0.12, -0.21, 0.02], [0.48, 0.16, 0.09], [0.11, 0.03, -0.40], [-0.47, -0.35, -0.70], [-0.29, -0.02, 0.68], [-0.24, 0.53, 0.28], [1.51, -0.08, -0.12], [-0.12, -0.55, 0.36], [-0.02, 0.29, -0.17], [-0.26, 0.14, -0.18], [0.02, 0.43, 0.09], [-0.07, -0.20, -0.18], [-0.12, -0.24, 0.00], [-0.38, -0.19, -0.25], [-0.56, 1.45, -0.44], [-0.33, -1.36, 0.37], [0.23, 0.30, 0.38], [1.23, -0.83, -0.20], [0.11, -0.16, 0.13], [-0.14, 0.06, 0.46], [-0.19, 0.32, -0.24], [0.02, 0.31, -0.22], [-0.01, 0.07, 0.11], [1.46, -2.10, -0.86], [-2.16, 1.33, 0.83], [1.20, 1.37, 1.06], [-0.28, -0.97, -1.71], [0.13, 0.52, 0.60], [-0.14, 0.39, -0.11], [-0.08, 0.22, -0.31], [0.17, -0.09, 0.30], [-0.06, -0.20, -0.27], [-0.20, -0.16, 0.28]], "homo_ev": -7.58, "lumo_ev": 0.437, "mol_weight_g_mol": 805.1, "orbital_gap_ev": 8.01, "de_lowest_kcal_mol": 44.66}

Entry 2:
{"formula": "C6H20O4Si3", "method": "wB97M-V/def2-TZVPD", "symbols": ["C", "Si", "C", "O", "O", "Si", "C", "C", "O", "Si", "C", "C", "O", "H", "H", "H", "H", "H", "H", "H", "H", "H", "H", "H", "H", "H", "H", "H", "H", "H", "H", "H", "H"], "xyz": [[-3.961268, 0.959187, 0.852335], [-2.483033, -0.099795, 0.441108], [-2.839630, -1.950405, 0.313806], [-2.006966, 0.371016, -1.083897], [-1.244849, 0.196769, 1.497833], [0.367750, 0.472876, 1.176857], [1.336630, -0.943253, 1.911127], [0.967832, 2.043782, 1.894535], [0.681792, 0.566682, -0.469784], [1.668026, -0.358386, -1.437381], [3.424530, 0.113930, -0.929039], [1.385154, 0.317103, -3.180153], [1.460915, -1.992154, -1.156427], [-4.220911, 0.802599, 1.900855], [-4.804315, 0.742718, 0.208031], [-3.762592, 2.022831, 0.660169], [-3.415330, -2.106845, -0.548729], [-3.314950, -2.394405, 1.174931], [-1.907324, -2.414373, 0.150355], [-1.070025, 0.586435, -1.019552], [0.849333, -1.883252, 1.644727], [2.343045, -0.969209, 1.508821], [1.298020, -0.852226, 2.993098], [1.175499, 1.974959, 2.965710], [0.203931, 2.818118, 1.735467], [1.865447, 2.368350, 1.381818], [3.627429, 1.145548, -1.164938], [3.567176, -0.035195, 0.162649], [4.105262, -0.502572, -1.490722], [1.482900, 1.402380, -3.100747], [0.412634, 0.046603, -3.579457], [2.160461, -0.062081, -3.854996], [0.647430, -2.387735, -1.558406]], "atomic_forces_ev_per_a": [[0.43, 0.11, 0.15], [-0.81, -0.08, -0.69], [0.08, 1.62, 1.27], [-0.12, -0.22, 0.48], [0.69, 0.27, -0.62], [0.32, -0.77, 0.34], [-0.84, -0.04, -0.44], [-0.62, 0.70, 0.19], [-0.63, -0.44, 0.53], [0.79, 0.88, -0.11], [-0.90, -0.78, 0.67], [0.26, -0.77, 0.61], [-1.12, 0.21, -0.89], [-0.27, 0.18, -0.04], [-0.27, -0.40, -0.02], [0.24, -0.24, 0.30], [-1.03, -0.25, -1.22], [-0.16, -0.13, 0.27], [1.27, -0.76, -0.11], [0.35, 0.19, -0.57], [0.09, -0.06, 0.00], [0.22, -0.05, 0.33], [0.31, -0.01, 0.15], [-0.08, -0.01, -0.11], [0.22, -0.01, 0.13], [0.26, 0.02, -0.08], [-0.03, 0.44, -0.10], [0.13, 0.05, -0.75], [0.55, -0.28, -0.05], [-0.11, -0.07, -0.09], [-0.17, 0.13, -0.12], [-0.13, 0.09, 0.04], [1.09, 0.47, 0.55]], "homo_ev": -9.98, "lumo_ev": 0.547, "mol_weight_g_mol": 240.5, "orbital_gap_ev": 10.53}